*i*
This record from the Open Molecules 2025 dataset describes C3H4N2 in the gas phase. The level of theory is ωB97M-V with the def2-TZVPD basis set.

HOMO-LUMO gap = 9.965 eV
SMILES = c1c[nH]cn1
Highest occupied orbital energy = -9.04 eV
Net charge = 0

Positions of all 9 atoms, in Å:
1 C 0.770 -0.945 -0.025
2 C 0.990 0.400 -0.013
3 C -1.204 -0.192 -0.003
4 H 1.505 -1.699 -0.045
5 H 1.804 1.109 0.155
6 H -0.713 1.823 -0.102
7 H -2.245 -0.038 0.019
8 N -0.363 0.866 -0.001
9 N -0.545 -1.324 0.016

Atom charges from the Mulliken analysis, given in e for atoms 1 to 2: number 1, C, carries -0.321; number 2, C, carries -0.255

---

*ii*
This record from the Open Molecules 2025 dataset describes C3H4N2 in the gas phase. The level of theory is ωB97M-V with the def2-TZVPD basis set.

HOMO-LUMO gap = 10.288 eV
SMILES = [H]/N=C(/N)C#C
Highest occupied orbital energy = -9.33 eV
Net charge = 0

Positions of all 9 atoms, in Å:
1 C -0.525 0.229 -0.080
2 C 0.921 0.079 -0.058
3 C 2.124 0.021 -0.010
4 H -0.777 -1.845 0.082
5 H -2.234 -0.922 0.029
6 H -0.357 2.109 -0.022
7 H 3.201 -0.105 0.071
8 N -1.238 -0.948 -0.025
9 N -1.115 1.382 0.011

Atom charges from the Mulliken analysis, given in e for atoms 1 to 2: number 1, C, carries 0.067; number 2, C, carries -0.478

---

Stability ranking, top and bottom: *i* is the most stable and *ii* is the least stable.

---

*i*
This record from the Open Molecules 2025 dataset describes 4 unconnected molecules or ions with the total composition C3H12O4. The level of theory is ωB97M-V with the def2-TZVPD basis set.

HOMO-LUMO gap = 10.328 eV
SMILES = C=CCO.O.O.O
Highest occupied orbital energy = -10.04 eV
Net charge = 0

Positions of all 19 atoms, in Å:
1 C -1.128 -1.049 1.474
2 O 0.067 -1.712 1.010
3 C -1.444 0.213 0.719
4 C -0.845 1.390 0.844
5 H -0.947 -0.780 2.509
6 H -1.918 -1.789 1.446
7 H -0.127 -2.178 0.190
8 H -2.434 0.261 0.277
9 H -1.397 2.278 0.567
10 H 0.212 1.587 0.985
11 H 0.522 -0.687 -1.684
12 H -0.962 -1.055 -1.694
13 O -0.269 -0.674 -2.239
14 H 2.029 2.091 -2.061
15 H 0.575 1.487 -2.038
16 O 1.378 1.634 -1.525
17 H 1.801 -0.940 0.674
18 H 2.275 0.371 0.077
19 O 2.612 -0.447 0.469

Atom charges from the Mulliken analysis, given in e for atoms 1 to 2: number 1, C, carries -0.448; number 2, O, carries -0.573

---

*ii*
This record from the Open Molecules 2025 dataset describes 4 unconnected molecules or ions with the total composition C3H12O4. The level of theory is ωB97M-V with the def2-TZVPD basis set.

HOMO-LUMO gap = 9.325 eV
SMILES = C=C(C)O.O.O.O
Highest occupied orbital energy = -8.98 eV
Net charge = 0

Positions of all 19 atoms, in Å:
1 C 0.452 -0.502 -1.207
2 C 1.016 -0.299 -0.018
3 O 1.583 0.984 0.234
4 C 1.051 -1.400 1.027
5 H 0.015 -1.493 -1.298
6 H 0.341 0.177 -2.006
7 H 1.793 1.263 -0.698
8 H 0.699 -2.298 0.629
9 H 0.495 -1.136 1.956
10 H 2.081 -1.365 1.419
11 H -2.385 0.790 2.700
12 H -1.296 0.412 1.583
13 O -2.261 0.422 1.743
14 H 3.667 0.344 -1.571
15 H 3.013 0.463 -3.043
16 O 2.982 0.867 -2.106
17 H -4.053 0.760 0.935
18 H -4.387 1.059 -0.569
19 O -4.807 0.952 0.290

Atom charges from the Mulliken analysis, given in e for atoms 1 to 2: number 1, C, carries -0.840; number 2, C, carries 0.649

---

Stability ranking, top and bottom: *ii* is the most stable and *i* is the least stable.

---

*i*
This record from the Open Molecules 2025 dataset describes 4 unconnected molecules or ions with the total composition C3H12O4. The level of theory is ωB97M-V with the def2-TZVPD basis set.

HOMO-LUMO gap = 10.205 eV
SMILES = CCC=O.O.O.O
Highest occupied orbital energy = -9.74 eV
Net charge = 0

Positions of all 19 atoms, in Å:
1 O 0.491 -1.841 0.399
2 C 0.171 -0.939 1.141
3 C -1.251 -0.638 1.552
4 C -1.607 0.831 1.676
5 H 0.977 -0.210 1.382
6 H -1.818 -1.223 0.829
7 H -1.326 -1.073 2.559
8 H -0.813 1.438 2.112
9 H -1.807 1.274 0.697
10 H -2.499 0.924 2.281
11 H 0.523 0.799 -2.654
12 H 1.885 0.105 -2.678
13 O 1.470 0.975 -2.684
14 H 1.513 2.165 -0.167
15 H 2.304 2.480 1.107
16 O 1.454 2.219 0.783
17 H -0.285 -1.616 -1.487
18 H -0.931 -0.925 -2.769
19 O -1.106 -1.323 -1.917

Atom charges from the Mulliken analysis, given in e for atoms 1 to 2: number 1, O, carries -0.586; number 2, C, carries -0.018

---

*ii*
This record from the Open Molecules 2025 dataset describes 4 unconnected molecules or ions with the total composition C3H12O4. The level of theory is ωB97M-V with the def2-TZVPD basis set.

HOMO-LUMO gap = 9.620 eV
SMILES = C=C(C)O.O.O.O
Highest occupied orbital energy = -9.15 eV
Net charge = 0

Positions of all 19 atoms, in Å:
1 C -0.118 1.071 -0.130
2 C 0.319 -0.128 0.260
3 O 1.299 -0.718 -0.482
4 C -0.234 -0.979 1.358
5 H -0.855 1.580 0.469
6 H 0.433 1.515 -0.951
7 H 1.506 -1.612 -0.176
8 H -0.332 -2.010 1.002
9 H 0.515 -0.980 2.151
10 H -1.153 -0.640 1.813
11 H 0.711 -0.142 -4.246
12 H 1.613 0.031 -3.036
13 O 1.001 -0.593 -3.446
14 H 1.629 1.782 2.848
15 H 0.502 2.779 2.954
16 O 0.973 2.116 3.469
17 H -2.057 -1.116 -1.821
18 H -2.803 -0.770 -0.588
19 O -2.948 -1.185 -1.447

Atom charges from the Mulliken analysis, given in e for atoms 1 to 2: number 1, C, carries -0.980; number 2, C, carries 0.942

---

Stability ranking, top and bottom: *i* is the most stable and *ii* is the least stable.